No. 1
Here is a structure of composition C4H4LiNaO2 from the Open Molecules 2025 dataset. Energies are from wB97M-V/def2-TZVPD.

Atoms and positions in Å:
H 0.21 -0.78 4.53
C 0.05 1.35 -1.65
C -0.42 0.63 -0.48
C -0.13 -0.66 -0.34
C -0.11 -1.92 0.13
O 0.75 -2.50 0.89
O -0.16 2.55 -1.87
Li -0.94 4.09 -1.31
Na 2.08 -2.20 2.49
H 0.64 0.77 -2.38
H -1.02 1.20 0.24
H -0.96 -2.53 -0.27

Properties
Multiplicity   2
HOMO energy (alpha / beta)   -10.734 / -10.733 eV
Charge   +1
Relative energy (zero: lowest compared OMol25 entry of this formula, charge and spin)   15.3 kcal/mol
F_max   0.94 eV Å⁻¹
Orbital gap (alpha / beta)   0.25305 / 0.25299 Ha
Total energy   -12920.088 eV

---

No. 2
Here is a cluster of 2 separate species, C3H8O2 in total at a distorted geometry from the Open Molecules 2025 dataset. Energies are from wB97M-V/def2-TZVPD.

Atoms and positions in Å:
O 2.10 1.06 -0.69
C 3.31 0.69 -0.59
H 3.81 0.62 0.40
H 3.77 0.38 -1.57
C -1.30 0.40 -0.15
O -0.33 0.76 0.85
C -1.94 -1.06 0.39
H -0.79 0.27 -1.11
H -2.11 1.28 -0.24
H -0.16 0.00 1.29
H -1.18 -1.85 0.76
H -2.47 -1.62 -0.49
H -2.71 -0.92 1.14

Properties
Multiplicity   2
HOMO energy (alpha / beta)   -16.575 / -14.457 eV
Charge   +1
Relative energy (zero: lowest compared OMol25 entry of this formula, charge and spin)   74.8 kcal/mol
F_max   5.50 eV Å⁻¹
Orbital gap (alpha / beta)   0.43543 / 0.17409 Ha
Total energy   -7323.346 eV

---

No. 3
Here is a cluster of 2 separate species, C2HCl3FN in total at a distorted geometry from the Open Molecules 2025 dataset. Energies are from wB97M-V/def2-TZVPD.

Atoms and positions in Å:
C -0.85 -0.78 -0.06
C 1.23 0.73 -0.10
N -1.81 -0.26 0.46
F -0.53 -1.93 -0.60
Cl 0.68 2.15 -0.89
Cl 1.62 0.94 1.56
Cl 2.38 -0.21 -1.00
H -2.73 -0.64 0.63

Properties
HOMO energy (alpha / beta)   -8.725 / -8.985 eV
Relative energy (zero: lowest compared OMol25 entry of this formula, charge and spin)   70.1 kcal/mol
F_max   2.51 eV Å⁻¹
Orbital gap (alpha / beta)   0.30089 / 0.30407 Ha
Total energy   -43861.147 eV

---

No. 4
Here is the ion C6H18N2 with charge +2 at a distorted geometry from the Open Molecules 2025 dataset. Energies are from wB97M-V/def2-TZVPD.

Atoms and positions in Å:
C 2.75 0.02 1.07
C 2.04 0.46 -0.17
N 2.81 1.66 -0.77
C 0.54 0.70 -0.17
C -0.17 -0.57 0.30
C -1.37 -0.96 -0.57
C -2.74 -0.34 -0.35
N -3.72 -1.09 0.58
H 2.30 0.34 2.01
H 3.73 0.50 1.06
H 2.87 -1.07 1.16
H 2.12 -0.24 -1.02
H 3.83 1.66 -0.63
H 2.70 1.78 -1.76
H 2.44 2.47 -0.26
H 0.22 1.56 0.43
H 0.16 0.99 -1.16
H -0.41 -0.55 1.39
H 0.46 -1.47 0.23
H -1.22 -0.88 -1.66
H -1.46 -2.06 -0.38
H -2.57 0.63 0.11
H -3.39 -0.15 -1.23
H -4.66 -0.90 0.22
H -3.61 -0.78 1.54
H -3.60 -2.11 0.46

Properties
HOMO energy   -18.803 eV
SMILES   C[C@H]([NH3+])CCCC[NH3+]
Charge   +2
Relative energy (zero: lowest compared OMol25 entry of this formula, charge and spin)   12.2 kcal/mol
F_max   2.69 eV Å⁻¹
Orbital gap   0.46868 Ha
Total energy   -9478.078 eV

---

No. 5
Here is a cluster of 2 separate species, C4H11N2S2 in total at a distorted geometry from the Open Molecules 2025 dataset. Energies are from wB97M-V/def2-TZVPD.

Atoms and positions in Å:
C -1.26 -0.80 0.71
C -1.41 0.00 -0.72
C -1.54 2.33 -0.96
C 0.65 0.34 1.69
N 0.14 -0.67 1.04
N -1.16 1.39 -0.24
S 2.47 -1.58 -1.13
S 2.30 0.51 1.95
H -1.97 -0.14 1.35
H -1.55 -1.85 0.69
H -0.57 -0.17 -1.29
H -2.42 -0.16 -1.31
H -1.45 3.32 -0.66
H -1.90 2.42 -1.93
H 0.80 -1.24 0.53
H 0.13 1.19 2.12
H 2.52 -2.27 -2.39
H 3.57 -2.20 -0.55
H 2.66 -0.43 1.09

Properties
HOMO energy   -13.654 eV
Charge   +1
Relative energy (zero: lowest compared OMol25 entry of this formula, charge and spin)   44.5 kcal/mol
F_max   3.49 eV Å⁻¹
Orbital gap   0.34928 Ha
Total energy   -28968.216 eV

---

No. 6
Here is a cluster of 4 separate species, C5H18N2O4 in total at a distorted geometry from the Open Molecules 2025 dataset. Energies are from wB97M-V/def2-TZVPD.

Atoms and positions in Å:
C -0.46 -1.72 -2.30
N -0.98 -0.42 -1.92
C -0.68 0.03 -0.56
C 0.81 0.14 -0.23
N 1.01 1.48 0.34
C 1.19 -0.92 0.81
C 2.65 -0.99 1.12
O 3.46 -0.12 0.91
H 0.60 -1.66 -2.55
H -0.68 -2.41 -1.46
H -1.17 -2.23 -2.98
H -0.91 0.37 -2.54
H -1.19 -0.69 0.09
H -1.18 0.96 -0.32
H 1.29 0.05 -1.20
H 1.92 1.66 0.75
H 0.75 2.28 -0.22
H 0.81 -1.87 0.45
H 0.62 -0.69 1.73
H 3.03 -1.89 1.65
O -2.31 1.41 3.12
H -1.89 1.67 2.29
H -1.68 1.17 3.80
O 0.70 3.53 -2.03
H 1.57 3.13 -1.98
H 0.18 2.72 -1.90
O -2.19 -1.90 1.59
H -2.20 -1.24 2.29
H -3.08 -1.85 1.23

Properties
HOMO energy   -8.692 eV
SMILES   CNC[C@@H](N)CC=O.O.O.O
Relative energy (zero: lowest compared OMol25 entry of this formula, charge and spin)   61.9 kcal/mol
F_max   2.00 eV Å⁻¹
Orbital gap   0.33804 Ha
Total energy   -16645.764 eV

---

No. 7
Here is a cluster of 2 separate species, C5H16N3 in total from the Open Molecules 2025 dataset. Energies are from wB97M-V/def2-TZVPD.

Atoms and positions in Å:
C 1.94 0.47 0.11
C 1.73 -0.87 0.78
C 2.29 -0.86 2.21
N 1.22 0.53 -1.21
H 1.56 1.32 0.69
H 2.99 0.67 -0.08
H 2.27 -1.62 0.20
H 0.68 -1.14 0.77
H 3.37 -0.75 2.19
H 1.87 -0.04 2.80
H 2.07 -1.80 2.70
H 1.60 -0.14 -1.87
H 0.14 0.32 -1.05
H 1.32 1.46 -1.63
C -2.13 -1.07 -1.23
N -3.48 1.13 -0.22
C -2.06 1.11 -0.34
N -1.41 0.13 -0.79
H -1.43 -1.91 -1.23
H -2.51 -0.93 -2.23
H -2.97 -1.29 -0.58
H -3.70 1.35 0.75
H -3.85 1.93 -0.73
H -1.52 2.01 -0.02

Properties
HOMO energy   -13.961 eV
Charge   +1
Relative energy (zero: lowest compared OMol25 entry of this formula, charge and spin)   27.1 kcal/mol
F_max   0.63 eV Å⁻¹
Orbital gap   0.40734 Ha
Total energy   -9908.541 eV

---

No. 8
Here is the molecule C4H6N2O2 at a distorted geometry from the Open Molecules 2025 dataset. Energies are from wB97M-V/def2-TZVPD.

Atoms and positions in Å:
C 0.00 1.81 -0.08
O -0.48 0.78 0.69
N -0.41 -0.39 -0.03
C -1.69 -0.91 -0.30
O -2.75 -0.35 -0.59
C 0.74 -1.14 0.54
C 1.81 -0.81 -0.27
N 2.68 -0.07 -0.79
H 0.99 1.88 -0.58
H -0.78 2.00 -1.11
H -0.22 2.73 0.47
H -1.59 -2.19 -0.09
H 0.84 -0.94 1.62
H 0.86 -2.41 0.51

Properties
HOMO energy   -10.315 eV
SMILES   CON(C=O)CC#N
Relative energy (zero: lowest compared OMol25 entry of this formula, charge and spin)   147.1 kcal/mol
F_max   12.82 eV Å⁻¹
Orbital gap   0.39269 Ha
Total energy   -11314.665 eV

---

No. 9
Here is the molecule C4H8N2O from the Open Molecules 2025 dataset. Energies are from wB97M-V/def2-TZVPD.

Atoms and positions in Å:
C -1.21 -1.16 0.47
C -0.23 -0.10 0.03
C 1.21 -0.57 -0.06
N 2.13 0.42 0.05
O 1.48 -1.74 -0.28
C -0.67 0.96 -0.91
N -0.43 1.28 0.49
H -2.24 -0.93 0.16
H -0.91 -2.12 0.05
H -1.18 -1.24 1.56
H 1.85 1.34 0.35
H 3.11 0.19 -0.05
H 0.07 1.40 -1.58
H -1.68 0.90 -1.30
H -1.30 1.35 1.01

Properties
HOMO energy   -9.519 eV
SMILES   C[C@@]1(C(N)=O)CN1
Relative energy (zero: lowest compared OMol25 entry of this formula, charge and spin)   27.0 kcal/mol
F_max   0.37 eV Å⁻¹
Orbital gap   0.38658 Ha
Total energy   -9305.222 eV

---

No. 10
Here is a structure of composition C49H44IN3O4P2RuSi from the Open Molecules 2025 dataset. Energies are from wB97M-V/def2-TZVPD.

Atoms and positions in Å:
Ru -0.78 -0.58 0.21
C 2.07 -1.49 2.51
Si 1.65 -0.73 0.79
C 2.94 0.72 0.68
C 4.29 0.35 0.81
C 5.32 1.26 0.72
C 5.03 2.60 0.50
C 3.71 3.00 0.39
C 2.66 2.07 0.47
P 0.91 2.61 0.38
C 0.78 3.35 -1.30
C 1.85 3.54 -2.18
C 1.64 4.09 -3.44
C 0.37 4.46 -3.84
C -0.71 4.27 -2.98
C -0.50 3.71 -1.73
C 0.97 4.12 1.45
C 0.23 5.27 1.17
C 0.19 6.34 2.05
C 0.90 6.29 3.24
C 1.64 5.16 3.54
C 1.68 4.09 2.65
C 2.47 -1.94 -0.47
C 3.42 -2.91 -0.12
C 3.98 -3.77 -1.05
C 3.64 -3.66 -2.39
C 2.73 -2.69 -2.78
C 2.13 -1.86 -1.83
P 1.05 -0.46 -2.34
C 2.34 0.39 -3.38
C 2.18 0.74 -4.72
C 3.21 1.36 -5.43
C 4.41 1.64 -4.81
C 4.59 1.29 -3.47
C 3.56 0.68 -2.77
C -0.05 -1.09 -3.65
C -0.21 -2.42 -4.00
C -1.10 -2.79 -5.00
C -1.85 -1.82 -5.66
C -1.72 -0.49 -5.29
C -0.85 -0.13 -4.28
H 2.92 -0.99 2.98
H 2.30 -2.56 2.44
H 1.21 -1.40 3.18
H 4.53 -0.70 0.98
H 6.35 0.92 0.82
H 5.83 3.34 0.42
H 3.48 4.05 0.25
H 2.85 3.25 -1.89
H 2.49 4.21 -4.11
H 0.21 4.88 -4.83
H -1.71 4.53 -3.29
H -1.35 3.52 -1.08
H -0.33 5.34 0.24
H -0.39 7.22 1.80
H 0.87 7.12 3.93
H 2.21 5.10 4.46
H 2.27 3.22 2.90
H 3.72 -3.01 0.92
H 4.70 -4.52 -0.73
H 4.09 -4.31 -3.13
H 2.50 -2.57 -3.83
H 1.25 0.53 -5.24
H 3.06 1.62 -6.47
H 5.22 2.12 -5.36
H 5.53 1.50 -2.97
H 3.72 0.41 -1.73
H 0.35 -3.19 -3.48
H -1.21 -3.84 -5.26
H -2.54 -2.11 -6.44
H -2.33 0.27 -5.77
H -0.79 0.91 -3.97
C 0.58 1.37 3.73
C -0.77 0.73 3.68
N -1.25 0.03 2.68
C -2.51 -0.37 3.06
C -2.79 0.12 4.31
N -1.67 0.81 4.68
C -3.94 0.07 5.25
O -5.02 -0.55 4.85
O -3.83 0.62 6.34
C -3.31 -1.26 2.16
O -4.48 -1.57 2.52
O -2.73 -1.66 1.13
H 1.04 1.30 2.75
H 1.22 0.88 4.46
H 0.50 2.43 4.00
H -1.59 1.29 5.57
H -4.89 -0.94 3.88
I -2.47 1.26 -0.87
C 0.11 -3.93 0.92
C -0.92 -3.88 -0.15
C -1.71 -5.00 -0.59
C -2.63 -4.49 -1.44
C -2.38 -3.07 -1.49
C -3.28 -2.09 -2.13
N -1.30 -2.74 -0.75
H 0.00 -4.84 1.51
H 0.00 -3.06 1.58
H 1.12 -3.91 0.50
H -1.58 -6.02 -0.25
H -3.43 -5.00 -1.95
H -3.87 -2.57 -2.91
H -2.74 -1.24 -2.52
H -3.95 -1.70 -1.36

Properties
Multiplicity   6
HOMO energy (alpha / beta)   -3.743 / -4.686 eV
Charge   -1
Relative energy (zero: lowest compared OMol25 entry of this formula, charge and spin)   0.0 kcal/mol
F_max   0.87 eV Å⁻¹
Orbital gap (alpha / beta)   0.22456 / 0.20557 Ha
Total energy   -101329.770 eV

---

Q: Which of these has the highest total energy?
A: C3H8O2

---

Repeat the seventh record exactly.
Here is a cluster of 2 separate species, C5H16N3 in total from the Open Molecules 2025 dataset. Energies are from wB97M-V/def2-TZVPD.

Atoms and positions in Å:
C 1.94 0.47 0.11
C 1.73 -0.87 0.78
C 2.29 -0.86 2.21
N 1.22 0.53 -1.21
H 1.56 1.32 0.69
H 2.99 0.67 -0.08
H 2.27 -1.62 0.20
H 0.68 -1.14 0.77
H 3.37 -0.75 2.19
H 1.87 -0.04 2.80
H 2.07 -1.80 2.70
H 1.60 -0.14 -1.87
H 0.14 0.32 -1.05
H 1.32 1.46 -1.63
C -2.13 -1.07 -1.23
N -3.48 1.13 -0.22
C -2.06 1.11 -0.34
N -1.41 0.13 -0.79
H -1.43 -1.91 -1.23
H -2.51 -0.93 -2.23
H -2.97 -1.29 -0.58
H -3.70 1.35 0.75
H -3.85 1.93 -0.73
H -1.52 2.01 -0.02

Properties
HOMO energy   -13.961 eV
Charge   +1
Relative energy (zero: lowest compared OMol25 entry of this formula, charge and spin)   27.1 kcal/mol
F_max   0.63 eV Å⁻¹
Orbital gap   0.40734 Ha
Total energy   -9908.541 eV